1.
The following is a quantum chemistry calculation of C60H49CeIN3O3P3SeSi as an isolated structure in a non-equilibrium geometry, from the OMol25 dataset.

Each line ends with the Mulliken charge.
Cartesian coordinates (Å):
C  -0.6947  2.6685  1.8166  0.183
H  -5.0156  -2.4542  3.4331  0.374
H  1.8643  4.6733  0.1096  0.553
H  0.7460  3.1825  -2.1014  0.658
H  7.8753  -2.8929  0.9875  0.434
H  -2.1761  4.2050  -1.3190  0.423
C  6.7629  -1.2763  0.1291  -0.883
C  -1.3126  -0.9923  -2.2955  -0.037
H  -0.1587  1.3525  -4.4401  0.334
H  -0.9910  4.5618  2.7524  0.437
C  -1.6642  4.5398  0.7104  -1.166
C  -4.3461  1.7516  0.1767  1.123
C  -4.1075  -2.2021  -1.0732  -0.226
C  0.6406  4.5772  -3.7156  -0.883
H  -0.2504  2.2628  2.7113  0.210
P  3.0329  0.0262  0.9135  1.269
P  -1.9320  1.7488  -2.0813  0.757
H  -1.3121  -3.0963  -2.6568  0.456
H  -4.4633  -4.1912  -1.7627  0.470
H  -2.0275  5.5582  0.7067  0.386
C  6.0309  -2.5477  2.0279  -0.889
H  -1.9466  4.8967  -5.8718  0.380
C  -1.7651  -1.6710  2.8950  0.236
H  0.4731  -0.6405  -5.6694  0.358
C  1.4963  -4.0666  1.8146  0.238
H  -1.8888  -1.1072  -1.3882  -0.596
H  4.5720  -5.8282  -1.1362  0.406
O  0.4111  -3.8457  2.3709  -0.704
H  5.7224  4.1327  1.8601  0.406
C  5.6001  -0.5367  0.1794  -0.271
H  -5.2596  -0.9946  1.4637  0.577
N  1.9973  -3.1474  0.9424  1.328
C  0.8160  0.1629  2.6092  -0.167
H  4.8946  -4.0817  -1.3145  0.222
H  4.1167  -2.0300  2.8333  0.385
C  -1.8724  -0.8005  1.8090  -0.170
C  4.8100  3.7166  1.4562  -0.801
H  1.8522  -6.0430  2.6609  0.515
C  4.8671  -1.7996  2.0881  -0.672
C  4.8168  -4.9053  -0.6030  -1.198
C  3.7997  4.5564  1.0213  -0.801
C  -3.1562  -0.5992  1.2964  -0.402
C  -0.9852  -2.1308  -3.0219  -0.494
C  -1.1205  3.0421  -3.1502  -0.390
C  1.3497  -4.8308  -1.8716  0.179
C  3.4823  1.8040  0.8710  0.489
Se  1.3318  -6.5191  -1.4837  -0.270
C  0.1433  3.5709  -2.9087  0.349
C  -6.3451  -1.4919  -2.5133  -0.629
O  -0.8029  -3.2712  0.0374  -0.580
H  -0.7921  -1.9131  3.2925  0.603
C  6.9785  -2.2914  1.0501  -0.499
C  2.6453  4.0235  0.4736  -0.423
H  -2.7413  -2.9339  4.3095  0.456
H  5.4031  0.2152  -0.5736  0.483
C  -1.1051  3.9846  1.8452  -0.980
P  -3.3431  0.3050  -0.2774  1.557
I  2.7978  0.2481  -2.7478  -0.540
N  1.3189  -3.6892  -2.1156  -0.447
C  -2.8709  -2.2623  3.4730  -1.027
H  -3.9965  1.5896  2.2880  0.265
C  -1.8651  3.5317  -4.2190  -0.241
C  -1.3643  4.5333  -5.0339  -0.734
H  7.4837  -1.0801  -0.6539  0.399
H  -2.8446  3.1092  -4.4105  0.413
H  5.4480  1.6943  1.7278  0.365
C  -4.8574  2.5609  -0.8379  -0.341
C  -1.3444  2.4230  -0.4576  1.233
C  -5.0377  3.3910  1.7921  -0.762
H  -5.8929  4.3620  -1.3295  0.395
H  0.5629  0.6981  5.9680  0.430
C  2.2133  0.1479  2.5435  -0.061
H  6.1866  -3.3520  2.7350  0.400
C  3.0025  0.3589  3.6735  -0.279
H  -0.8706  -4.1852  -0.2650  0.289
H  3.0238  0.7287  5.7863  0.417
C  0.2592  0.3478  3.8771  0.511
H  1.5947  2.2277  -0.0348  -0.499
C  -4.5057  -0.8610  -1.0911  0.789
C  2.2397  -5.2978  1.9899  -1.218
H  -6.4628  -3.5541  -3.0825  0.371
C  -5.6417  -0.5213  -1.8169  -0.910
H  -5.0954  3.7238  2.8182  0.438
H  -3.2512  -2.5008  -0.4807  0.369
C  -4.1421  -2.0004  2.9841  -1.247
C  -5.9220  -2.8084  -2.5160  -0.749
C  -1.7563  3.7616  -0.4229  -0.513
C  -0.4037  0.3903  -4.0192  -0.787
C  -0.1114  5.0638  -4.7741  -0.535
H  -4.7501  2.2602  -1.8715  0.281
H  -6.0005  0.4964  -1.8309  0.359
H  3.8734  -6.4435  1.2182  0.531
C  4.6546  2.3439  1.3864  -0.555
C  -1.0417  0.2941  -2.7791  1.340
H  3.9110  5.6266  1.1027  0.392
H  -0.5456  -3.3498  0.9899  -0.049
C  -5.5763  4.1722  0.7838  -0.649
C  2.4909  2.6551  0.3952  0.341
C  -5.4847  3.7544  -0.5333  -1.048
H  -6.0467  5.1138  1.0271  0.380
H  0.2835  5.8566  -5.3960  0.351
Si  -0.2752  -0.0478  0.9760  0.797
C  -4.8013  -3.1630  -1.7807  -0.946
C  -0.3252  -2.0112  -4.2385  -0.515
C  4.6471  -0.7732  1.1736  0.474
C  -4.2788  -1.1777  1.8855  0.025
C  2.4172  0.5532  4.9077  -1.029
H  5.7601  -5.0169  -0.0613  0.432
H  -7.2360  -1.2226  -3.0630  0.428
C  -0.0420  -0.7455  -4.7259  -1.118
H  -0.8173  0.3634  3.9889  0.576
C  3.3133  -5.5180  1.2107  -0.445
H  -0.0567  -2.8966  -4.7986  0.413
N  3.7553  -4.5862  0.3241  0.640
O  3.4401  -2.5618  -0.6512  -0.579
C  1.0341  0.5451  5.0051  -1.094
C  -4.4232  2.1900  1.4959  -1.279
H  4.0819  0.3733  3.5771  0.441
H  1.6263  4.9757  -3.5206  0.468
C  3.0645  -3.3951  0.1930  0.565
C  -0.8460  1.8262  0.7126  0.145
Ce  1.3426  -1.6539  -0.8760  -0.369

Force components x, y, z for each atom (eV/Å):
-0.1 0.0 0.3
0.0 0.0 0.1
-0.1 0.1 0.0
0.1 -0.1 0.1
0.1 0.0 0.1
0.0 0.0 0.1
0.1 -0.1 -0.1
-0.2 -0.2 -0.2
0.0 0.0 0.0
0.0 0.1 0.1
0.0 0.1 0.0
0.2 -0.1 -0.1
0.0 0.0 0.0
0.2 0.0 0.0
0.0 0.1 0.1
0.1 0.7 0.7
0.7 0.4 -0.5
0.2 0.0 0.0
0.0 0.0 0.0
0.0 0.1 0.0
0.1 -0.1 0.0
0.0 0.0 0.0
0.1 -0.1 0.2
0.1 0.0 -0.1
-0.5 -0.2 0.3
0.4 -0.1 -0.1
0.0 0.1 0.0
0.2 -0.2 0.1
0.1 0.0 0.0
-0.1 0.2 0.2
0.0 0.0 0.0
0.3 0.1 0.3
-0.1 -0.3 -0.5
0.1 -0.2 0.1
0.0 0.0 0.1
0.2 0.1 -0.4
0.1 0.1 0.1
0.0 -0.1 0.1
-0.1 0.2 0.0
0.3 0.0 -0.3
0.0 0.1 0.0
-0.1 0.1 -0.1
-0.2 0.2 0.0
-0.3 -0.1 0.1
-0.1 1.2 -0.5
-0.1 -0.1 -0.4
-0.1 -1.6 0.3
0.0 0.0 -0.2
-0.1 -0.1 -0.1
0.0 0.2 0.0
0.1 -0.1 0.0
0.1 0.0 0.0
-0.1 0.2 0.0
0.0 -0.1 0.1
0.0 0.0 -0.1
0.0 0.0 0.1
-0.8 -0.4 0.7
0.5 0.4 -0.2
0.1 -0.8 -0.6
0.0 0.0 0.1
0.0 0.0 0.0
0.0 -0.1 0.1
0.0 0.1 -0.2
0.0 0.0 0.0
-0.1 0.0 0.0
0.0 0.0 0.1
-0.2 -0.1 0.0
-0.2 0.2 -0.2
-0.1 0.1 0.1
0.0 0.1 0.0
-0.1 0.0 0.0
0.2 -0.2 0.1
0.0 0.0 0.1
0.0 0.0 0.2
0.1 0.0 -0.1
0.1 0.0 0.0
-0.1 0.1 0.3
0.0 0.1 0.0
0.1 0.0 -0.1
0.2 0.1 0.0
0.0 0.0 0.0
0.1 0.1 0.1
0.0 0.0 0.1
0.1 0.0 0.0
-0.2 0.0 0.0
0.0 0.0 0.0
0.0 0.3 0.0
0.0 -0.1 0.1
0.0 0.1 -0.1
0.0 0.0 0.0
0.0 0.1 0.0
0.0 0.0 0.0
0.0 -0.2 -0.1
-0.2 -0.1 0.0
0.1 0.1 0.0
-0.2 0.0 -0.1
0.0 0.1 0.0
0.1 -0.2 -0.1
-0.1 0.1 0.0
-0.1 0.1 0.0
0.0 0.0 0.0
-0.7 1.0 1.2
0.0 -0.1 0.0
-0.1 0.1 -0.1
-0.1 -0.2 -0.2
0.0 0.0 0.2
0.1 0.1 0.0
0.0 0.0 -0.1
-0.1 0.1 -0.1
-0.1 -0.3 0.0
0.0 0.0 0.0
-0.2 0.0 0.3
0.1 0.0 0.0
-0.3 0.3 -0.2
0.9 0.1 -0.3
-0.1 0.0 0.1
0.0 -0.1 -0.1
0.0 0.0 0.0
0.1 0.0 0.0
1.1 -1.5 0.8
0.3 -0.5 -0.2
-1.6 0.8 -1.5

Computed properties:
Net charge = -1
Strongest force on any atom = 2.4 eV/A
Molecular weight = 1327.1 g mol⁻¹
Orbital gap (spin up / spin down) = 7.046 / 7.011 eV
LUMO energy (spin up / spin down) = 0.0839 / 0.0839 Ha
Energy relative to the best compared isomer or geometry (same formula, charge and spin) = 0.461 eV
⟨S²⟩ = 0.75
Multiplicity = 2

***

2.
The following is a quantum chemistry calculation of a 10-piece molecular cluster, C60H51F2NO20P overall in a non-equilibrium geometry, from the OMol25 dataset.

Each line ends with the Mulliken charge.
Cartesian coordinates (Å):
H  -1.1084  9.0742  1.4653  0.346
N  -0.4761  9.0226  -0.5182  -0.300
H  6.1764  9.6594  -4.1097  0.408
H  2.0444  7.7686  -1.7212  -0.107
C  -2.6205  -0.9503  -0.0320  -0.582
H  1.7293  8.3295  -6.0226  0.446
C  -1.9633  0.1205  -0.4641  -0.436
H  3.0253  -7.9784  10.8125  0.414
C  4.9434  8.0326  -4.6740  -0.047
C  -0.4799  1.9713  -6.9412  0.405
C  3.1024  -1.5361  -5.5510  0.394
C  -0.5197  4.0369  -0.2847  -1.229
C  5.2357  9.3201  -4.5240  -0.403
O  -8.7863  -3.8676  0.6133  -0.553
C  -2.3501  -5.6850  5.2759  0.097
C  -1.1647  3.8406  -8.9991  0.341
H  -3.4409  -5.0579  3.4825  0.406
C  2.4439  -6.9917  7.5494  0.433
H  4.2763  -3.3732  -5.3078  0.423
H  -1.5804  -3.7077  2.5488  0.384
O  3.3856  6.4182  -5.3756  -0.516
H  -0.9297  5.3505  -7.4354  0.461
H  -0.9814  -6.1031  6.9300  0.606
O  -0.2007  1.1761  -6.0704  -0.500
C  2.9382  -6.9705  8.9519  -0.425
C  -1.2026  7.7566  -0.6702  -1.802
C  -2.4899  -4.9591  3.9881  -0.534
H  1.2862  -1.1889  -0.4875  0.590
O  4.5445  11.5571  -4.7849  -0.593
O  -2.4506  -7.0995  8.6076  -0.445
H  5.6247  7.2422  -4.3896  0.304
H  5.0956  0.4880  -6.0118  0.383
C  -4.2481  -9.2576  10.7719  -0.390
F  -2.3306  5.3063  -1.0309  -0.477
C  -5.5442  -9.3414  10.0452  0.308
C  -0.7740  1.5133  -8.3253  -0.347
C  -3.2423  -8.5287  10.3020  -0.382
O  0.7854  -2.9912  -2.5328  -0.485
H  -4.1800  -9.8211  11.6937  0.397
C  4.2759  10.3803  -4.9157  0.364
C  -5.6689  -8.5782  8.7770  -0.409
H  -6.4983  -3.0367  -0.2907  0.427
H  2.8625  -4.2851  -3.4630  0.432
H  2.2826  10.7395  -5.7452  0.408
C  3.4123  -2.8484  -4.9209  -0.495
C  6.2609  2.8054  -3.6529  -0.471
C  -6.4582  -3.9740  0.2498  -0.293
C  -1.0538  -5.5705  5.9915  -0.145
H  2.0428  6.3173  -3.2098  -0.348
C  5.7886  1.5072  -4.2015  0.469
H  -1.2614  3.2716  -0.2603  0.058
C  1.3908  -9.1719  7.9515  -0.352
O  1.8743  6.2590  0.0061  -0.534
C  -3.3696  -7.7635  9.0301  0.280
O  2.6661  -6.0757  6.7891  -0.565
C  -0.4848  0.0840  -0.6561  0.152
C  -1.0893  2.3800  -9.2796  -0.353
C  1.9331  -0.7822  -5.0403  -0.437
C  -0.1909  -4.1293  4.1995  0.200
O  1.6467  -10.0618  10.1177  -0.566
C  -0.0519  -4.8516  5.4943  -0.415
O  0.7209  -3.4766  3.7409  -0.575
C  -0.3329  6.5368  -0.5775  1.521
C  -0.8693  4.2895  -7.6150  -0.438
O  -1.4593  4.6249  -9.8752  -0.560
H  0.1202  3.8850  0.5495  0.384
H  -3.6934  -0.9527  0.1168  0.473
C  5.4559  1.4447  -5.6478  -0.212
H  -8.6871  -6.1047  1.9107  0.404
O  0.2838  6.3247  -1.7857  -0.539
C  3.6418  7.5938  -5.2475  0.281
H  0.3363  -0.7258  -3.6647  0.557
C  -5.3089  -5.9299  1.1808  0.414
C  -1.1896  5.3313  -0.1915  0.183
C  2.6764  8.6621  -5.6274  -0.259
H  6.7279  4.8302  -4.0601  0.300
H  0.0374  3.9332  -1.1857  0.208
O  3.7989  -1.0980  -6.4450  -0.657
C  1.6505  -8.1728  7.1152  -0.250
H  0.8129  -10.0399  7.6612  0.414
H  0.8042  7.7236  0.7963  0.258
C  6.0618  3.8132  -5.8847  0.584
C  1.1886  -1.2672  -4.0564  -0.067
H  -1.4587  10.5282  0.6013  0.346
H  -0.3286  3.7349  -5.6412  0.702
C  1.8840  -9.1517  9.3544  0.382
F  0.3320  5.9707  1.6285  -0.407
O  6.1899  4.7837  -6.5979  -0.592
C  -4.6648  -7.8466  8.3023  -0.173
H  -4.7259  -7.2854  7.3804  0.504
C  2.9708  9.9483  -5.4761  -0.419
C  -1.9113  -2.2190  0.2683  0.476
H  -1.3078  2.0763  -10.2956  0.396
C  -5.3233  -4.6435  0.4323  -0.223
H  -2.4543  1.0574  -0.6968  0.502
H  -2.0030  7.6759  0.0392  0.422
H  1.7214  0.1738  -5.4920  0.636
H  -0.7926  9.6146  -1.2665  0.303
O  5.6709  0.5280  -3.4937  -0.594
H  -0.7159  0.4462  -8.5005  0.420
H  0.8997  -4.7631  5.9994  0.460
C  2.6600  -3.3344  -3.9395  -0.551
C  -0.4467  -2.2580  0.0844  -0.092
O  -4.2832  -6.5499  1.3562  -0.552
C  6.3882  3.8729  -4.4335  -0.204
H  -6.5642  -7.3705  2.2583  0.434
C  0.7160  6.7018  0.4891  0.297
H  2.0142  4.8722  -1.7958  -0.275
C  -7.7513  -4.4750  0.7815  0.339
O  -6.4590  -10.0091  10.4761  -0.557
C  2.6789  -7.9706  9.7871  -0.394
C  -7.7332  -5.7604  1.5317  -0.349
H  -6.6212  -8.6562  8.2680  0.420
H  -4.3720  -4.2898  0.0558  0.384
C  -0.5493  3.4265  -6.6573  -0.552
C  -6.6037  -6.4341  1.7162  -0.451
H  6.4867  2.8265  -2.5947  0.416
H  1.2995  -8.1614  6.0910  0.472
O  0.1196  1.0503  -1.0593  -0.488
H  0.0452  -3.1956  0.3063  0.558
O  -2.5279  -3.2004  0.6543  -0.582
H  5.3445  2.4972  -7.4810  0.451
P  2.0401  6.3212  -1.7699  0.544
C  0.2155  -1.1892  -0.3398  -0.507
H  3.4959  6.3297  -1.6915  -0.028
H  0.1606  10.1731  1.1058  0.330
C  -0.7376  9.7413  0.7232  -1.081
H  -2.2900  -8.4528  10.8119  0.442
C  1.4851  -2.5766  -3.4329  0.259
C  5.5819  2.5154  -6.4247  -0.512
H  3.5110  -6.0992  9.2428  0.431
H  -1.6389  7.7175  -1.6350  0.525
O  -3.2587  -6.3507  5.7284  -0.484
H  -1.5557  5.4810  0.8018  0.443
C  -1.4924  -4.2379  3.4871  -0.052

Force components x, y, z for each atom (eV/Å):
-0.3 -0.6 0.7
-0.5 0.1 -0.3
0.0 0.0 0.0
-0.1 0.0 0.1
0.0 -0.1 0.0
-0.1 -0.1 0.0
0.1 0.1 0.0
0.0 0.0 0.0
-0.1 0.0 0.0
-0.1 0.1 0.0
0.1 0.0 0.1
0.0 -0.6 -0.2
0.0 0.0 0.0
0.0 0.0 0.0
0.1 0.1 -0.1
0.0 -0.1 0.0
0.0 0.0 0.0
-0.1 -0.1 0.0
0.0 0.0 0.0
0.0 -0.1 0.0
0.0 0.2 -0.3
0.0 0.2 0.0
-0.1 0.0 0.1
0.0 -0.1 0.0
0.0 0.0 -0.1
0.2 0.7 0.4
-0.1 0.0 0.1
0.0 0.0 0.0
0.0 0.0 0.0
0.2 0.0 0.1
0.0 0.0 0.0
0.1 0.2 0.0
-0.1 0.0 0.0
-0.2 0.0 -0.2
0.1 0.0 0.0
0.0 0.0 0.1
0.0 0.1 -0.1
0.1 -0.4 -0.1
0.0 0.0 0.0
0.0 -0.1 0.0
0.0 0.0 0.1
0.0 0.0 0.0
0.0 0.0 0.0
0.0 0.0 0.0
0.0 0.0 -0.1
0.0 -0.1 0.0
-0.1 0.0 0.0
0.0 -0.1 0.0
0.0 0.2 0.1
-0.1 0.1 0.0
-0.7 -0.7 0.0
0.0 0.0 0.1
1.2 -0.4 0.4
-0.1 -0.1 0.1
0.1 0.0 0.0
0.0 0.0 0.0
0.0 0.1 0.0
0.2 0.0 -0.1
-0.1 -0.1 0.0
0.0 0.0 0.0
0.0 0.1 -0.1
0.0 0.0 0.0
-0.7 -0.6 -0.2
0.0 0.0 -0.1
0.0 0.0 0.0
0.7 -0.1 0.6
0.0 0.0 0.0
0.0 -0.1 0.1
0.0 0.0 0.0
0.1 0.0 -0.7
0.0 -0.1 0.2
0.0 0.0 0.0
-0.1 0.1 0.0
-0.5 0.9 -0.4
0.1 -0.1 0.0
0.0 0.0 0.0
0.5 0.0 -0.7
-0.1 -0.2 -0.1
0.1 0.1 0.0
0.0 0.0 0.0
-0.1 0.6 0.7
0.0 0.0 0.1
-0.1 0.0 0.1
-0.6 0.5 0.0
0.0 0.0 0.0
0.0 0.1 -0.1
0.3 0.0 0.8
0.1 0.1 -0.1
0.1 0.0 0.0
0.1 0.0 0.0
0.1 0.0 0.0
-0.1 0.0 0.0
0.0 0.0 0.0
0.0 -0.1 0.0
0.0 0.0 0.0
-0.7 0.1 0.6
0.0 0.0 -0.1
0.3 0.1 -0.3
0.0 0.0 0.0
0.0 0.0 0.0
0.1 0.0 -0.1
-0.1 0.0 0.1
-0.1 0.0 0.2
0.1 0.0 0.0
0.0 0.0 -0.1
0.0 0.0 0.0
0.8 0.0 -0.3
0.1 0.1 0.2
0.1 -0.1 0.0
0.0 0.0 0.0
0.0 -0.1 0.0
0.0 0.1 0.0
0.0 0.0 0.0
0.0 0.0 0.1
0.0 -0.1 0.1
0.1 0.0 0.0
0.0 0.0 0.0
0.0 0.0 0.0
0.0 -0.1 -0.1
0.0 0.0 0.0
0.1 0.2 -0.1
0.0 0.0 0.0
0.2 -0.3 -0.6
-0.1 0.2 0.1
-0.2 -0.1 0.1
0.8 0.4 0.3
0.2 -0.3 -0.6
0.0 0.0 0.0
0.0 0.2 -0.1
0.0 0.1 0.0
0.0 0.0 0.0
-0.5 0.0 -1.0
-0.2 0.0 -0.1
-0.6 0.1 0.5
0.1 0.0 0.1

Computed properties:
Net charge = -1
Strongest force on any atom = 1.3 eV/A
Molecular weight = 1175.0 g mol⁻¹
Orbital gap = 3.685 eV
LUMO energy = -0.0261 Ha
Energy relative to the best compared isomer or geometry (same formula, charge and spin) = 0.000 eV
Multiplicity = 1